{
  "formula": "C4H6O2",
  "method": "ωB97M-V/def2-TZVPD",
  "symbols": ["O", "C", "C", "C", "C", "O", "H", "H", "H", "H", "H", "H"],
  "positions_angstrom": [[-0.4547, -0.0258, -1.8179], [-0.0675, 0.1540, -0.4786], [0.8041, -0.9625, -0.0237], [-0.1787, -0.8136, 1.0382], [-0.0923, 1.5023, 0.0788], [-0.1054, 1.7094, 1.2769], [-1.2713, 0.4294, -2.0624], [1.8512, -0.7701, 0.1702], [0.5987, -1.8072, -0.6708], [0.1907, -0.4230, 1.9979], [-1.1085, -1.3481, 1.1149], [-0.1663, 2.3551, -0.6234]],
  "forces_ev_per_a": [[-0.5, -0.1, 0.6], [0.0, -0.1, 0.9], [0.4, -0.3, -0.1], [-0.4, -0.1, -0.4], [0.3, 0.2, 0.5], [0.3, 0.9, -0.4], [0.0, 0.0, 0.4], [0.1, -0.1, 0.1], [0.4, 0.0, -0.2], [-0.6, 0.4, -0.9], [0.1, -0.6, -0.3], [0.0, -0.2, -0.2]],
  "mulliken_charge": [-0.516, 0.386, -0.403, -0.591, -0.026, -0.518, 0.321, 0.255, 0.230, 0.210, 0.276, 0.378],
  "smiles": "O=CC1(O)CC1",
  "homo_energy_ev": -8.638,
  "e_above_lowest_kcal_mol": 76.20,
  "homo_lumo_gap_ev": 9.2
}

***

{
  "formula": "C21H40BF3N5O12P2",
  "method": "ωB97M-V/def2-TZVPD",
  "symbols": ["N", "C", "O", "N", "C", "N", "N", "C", "C", "C", "C", "F", "C", "F", "F", "C", "N", "C", "O", "B", "O", "O", "H", "H", "H", "H", "H", "H", "H", "H", "H", "H", "O", "P", "O", "C", "C", "O", "C", "C", "O", "C", "C", "H", "H", "H", "H", "H", "H", "H", "H", "H", "H", "H", "H", "H", "H", "H", "O", "P", "O", "C", "C", "O", "C", "C", "O", "C", "C", "H", "H", "H", "H", "H", "H", "H", "H", "H", "H", "H", "H", "H", "H", "H"],
  "positions_angstrom": [[-1.5091, 5.9533, 7.3644], [-1.8706, 4.8653, 7.1998], [-1.8338, 3.5449, 6.7798], [-2.0139, 3.4825, 5.3899], [-2.7883, 2.2633, 5.2893], [-3.9999, 2.0383, 5.8109], [-2.0455, 1.2919, 4.5496], [-0.6208, 1.7417, 4.7540], [0.2222, 0.8938, 3.7135], [1.3077, 0.0889, 4.5747], [0.6678, -1.1320, 5.2602], [0.0628, -2.0514, 4.4571], [0.6689, -1.3698, 6.5944], [1.3120, -0.6026, 7.4779], [-0.0064, -2.4343, 7.0591], [-0.7524, 3.2785, 4.5774], [0.3265, 4.1664, 5.0145], [1.4520, 3.7578, 4.6808], [2.3816, 3.2197, 4.2348], [-1.2081, 3.8618, 3.1191], [-2.5694, 3.9580, 2.7491], [-0.2705, 4.3384, 2.1604], [-4.0318, 1.5622, 6.7115], [-4.8760, 2.2758, 5.3569], [-2.1234, 0.4983, 5.2117], [-0.2767, 1.3828, 5.7574], [0.7377, 1.4859, 2.9279], [-0.4280, 0.1269, 3.2303], [1.7719, 0.7843, 5.3165], [2.0925, -0.2834, 3.8714], [-2.6916, 4.8717, 2.4454], [-0.0662, 5.2418, 2.4660], [4.0688, -0.1404, 0.8397], [3.7241, -0.2815, -0.6390], [3.7135, -1.9467, -0.5997], [3.0252, -2.6502, 0.4228], [1.5816, -2.8893, 0.0326], [5.2630, -0.0378, -1.2063], [6.0219, 1.0791, -0.7313], [7.1477, 0.5876, 0.1565], [3.2135, -0.3933, -2.2390], [3.8185, -1.3239, -3.1485], [2.7609, -2.2898, -3.6446], [3.0826, -2.1338, 1.3824], [3.5321, -3.6097, 0.5520], [1.0783, -1.9422, -0.1889], [1.0441, -3.3976, 0.8361], [1.5197, -3.5064, -0.8637], [5.3869, 1.7902, -0.1980], [6.4331, 1.5951, -1.6017], [6.7645, -0.0059, 0.9874], [7.7218, 1.4251, 0.5589], [7.8219, -0.0584, -0.4090], [4.6465, -1.8659, -2.6988], [4.2223, -0.7505, -3.9858], [2.1469, -2.6566, -2.8226], [3.2195, -3.1410, -4.1508], [2.0859, -1.7934, -4.3449], [-1.7616, -2.6131, -3.9329], [-3.0848, -1.9934, -4.3529], [-2.6504, -1.4085, -5.8418], [-1.9032, -2.2054, -6.7550], [-2.8196, -3.0494, -7.6186], [-2.9538, -0.6210, -3.4241], [-2.4886, -0.7304, -2.0804], [-1.1014, -0.1285, -1.9758], [-4.7043, -1.6222, -4.6024], [-5.0941, -0.3525, -5.1401], [-5.8308, -0.5732, -6.4461], [-1.1751, -2.8363, -6.2437], [-1.3355, -1.5179, -7.3869], [-3.4613, -3.6849, -7.0006], [-2.2388, -3.6827, -8.2912], [-3.4722, -2.4179, -8.2223], [-2.4882, -1.7700, -1.7451], [-3.1839, -0.1794, -1.4411], [-0.4078, -0.6045, -2.6697], [-0.7084, -0.2310, -0.9603], [-1.1263, 0.9320, -2.2361], [-4.2472, 0.3129, -5.2906], [-5.7567, 0.1237, -4.4138], [-5.3066, -1.2913, -7.0759], [-5.9400, 0.3646, -6.9937], [-6.8256, -0.9833, -6.2608]],
  "forces_ev_per_a": [[-1.0, -0.8, 0.3], [1.5, -1.2, -1.2], [-0.2, 2.6, 1.8], [-1.7, -1.6, -0.4], [2.5, 0.0, -2.9], [0.1, -0.1, 0.8], [-0.9, 2.6, 4.9], [1.1, -1.3, -2.4], [0.9, -0.5, 1.1], [-0.3, -0.4, -1.0], [0.5, 0.8, 1.1], [0.3, 0.8, 0.4], [-0.6, -0.4, -1.8], [-0.8, -0.9, -0.4], [1.1, 1.2, 0.4], [-0.6, -0.4, 0.2], [0.8, -0.8, 0.3], [-0.9, -1.2, -1.0], [-0.2, 1.2, 1.0], [-0.8, 0.2, -2.7], [1.8, 0.0, 1.7], [-1.0, 0.1, 2.3], [-0.2, -0.1, -0.5], [0.4, 0.4, 0.1], [-0.7, -0.8, -1.4], [-0.4, 0.9, -0.5], [-0.4, -0.2, 0.6], [0.4, 0.8, 0.2], [-0.2, -0.8, -0.5], [-0.4, 0.3, 0.6], [-0.3, -0.4, -0.6], [0.6, -0.2, -0.5], [-3.4, 3.1, -0.4], [6.9, -6.8, -2.2], [-0.9, 0.2, 0.4], [0.0, -0.4, 0.2], [-0.1, 0.0, -0.1], [-0.8, 1.1, 0.0], [0.5, -0.1, 0.3], [0.1, -0.1, 0.1], [-2.3, 3.0, 2.2], [0.3, -0.8, -0.5], [-0.3, 0.2, -0.1], [0.1, 0.1, -0.1], [0.1, 0.1, -0.1], [0.0, 0.0, 0.1], [0.0, 0.0, 0.0], [0.0, 0.0, 0.0], [0.0, -0.1, 0.0], [-0.1, -0.1, -0.1], [-0.1, 0.1, 0.0], [0.0, 0.0, 0.0], [0.0, 0.1, 0.0], [-0.1, 0.2, 0.2], [-0.1, 0.2, 0.2], [0.2, -0.1, 0.0], [0.0, 0.1, 0.0], [0.0, 0.0, 0.0], [-3.1, -2.8, 0.2], [2.7, 7.6, -1.7], [-0.6, -0.8, 0.7], [0.3, -0.2, -0.5], [-0.2, 0.0, 0.0], [-0.5, -0.6, 0.2], [0.4, 0.2, 0.0], [0.1, 0.1, 0.0], [1.0, -3.7, 1.1], [-0.1, 0.6, -0.6], [-0.2, -0.3, 0.0], [-0.1, 0.1, 0.2], [-0.1, 0.1, 0.1], [0.1, -0.1, 0.0], [0.0, 0.0, 0.1], [0.0, 0.0, 0.0], [0.1, 0.0, -0.1], [-0.1, 0.0, -0.1], [-0.1, -0.2, 0.1], [0.0, 0.0, 0.0], [-0.1, 0.0, 0.1], [0.1, -0.2, 0.1], [0.1, -0.2, 0.2], [0.2, 0.1, 0.0], [0.0, 0.0, 0.1], [0.0, 0.0, 0.0]],
  "mulliken_charge": [-0.299, 0.371, -0.322, 0.341, -0.113, -0.332, -0.254, -0.016, -1.204, -0.515, 0.213, -0.312, 0.390, -0.215, -0.210, 0.512, -0.802, 0.675, -0.353, 0.546, -0.511, -0.519, 0.256, 0.262, 0.379, 0.677, 0.436, 0.546, 0.342, 0.369, 0.325, 0.325, -0.708, 1.272, -0.306, -0.243, -0.907, -0.414, -0.323, -1.125, -0.440, -0.157, -0.937, 0.209, 0.284, 0.089, 0.438, 0.249, 0.302, 0.362, 0.256, 0.383, 0.313, 0.342, 0.400, 0.020, 0.350, 0.304, -0.711, 1.214, -0.309, -0.256, -1.063, -0.407, -0.513, -0.711, -0.429, -0.163, -1.048, 0.321, 0.281, 0.285, 0.395, 0.228, 0.349, 0.345, 0.189, 0.139, 0.351, 0.320, 0.378, 0.166, 0.331, 0.323],
  "homo_energy_ev": -11.358,
  "total_charge": 1,
  "homo_lumo_gap_ev": 5.3
}